[1]
C4H8P2 | the ωB97M-V functional and the def2-TZVPD basis

Geometry as ORCA input:
```
! RIJCOSX wB97M-V def2-TZVPD def2/J DEFGRID3
* xyz 0 3
C 0.944 -0.899 -0.133
C -1.115 0.689 -0.181
C 2.045 -1.872 -0.156
C -1.454 2.101 0.059
P 0.435 0.542 -1.348
P -0.236 -0.319 1.164
H -1.992 0.278 -0.665
H 1.628 -2.892 -0.156
H 2.900 -1.834 0.627
H 2.688 -1.722 -0.990
H -2.442 2.210 -0.279
H -0.863 2.755 -0.573
H -1.439 2.410 1.135
H -1.099 -1.448 1.498
*
```

Values from the calculation:
- HOMO (spin up / spin down) (eV) = -6.55 / -8.54
- energy relative to the best compared isomer or geometry (same formula, charge and spin) (kcal per mole) = 0.00
- energy (eV) = -22850.68149
- frontier orbital gap (spin up / spin down) (eV) = 7.3 / 6.8
- M (g mol⁻¹) = 118.056
- expectation value of S² = 2.01



[2]
C34H42F6LiN5O4P2Te | the ωB97M-V functional and the def2-TZVPD basis

Geometry as ORCA input:
```
! RIJCOSX wB97M-V def2-TZVPD def2/J DEFGRID3
* xyz -1 2
Li -0.375 0.306 -0.255
O 1.762 -1.973 2.257
C 0.968 -2.935 2.749
C 1.526 -3.914 3.572
C 0.733 -4.898 4.129
C -0.633 -4.929 3.865
C -1.188 -3.978 3.030
C -0.407 -2.976 2.458
C -0.999 -1.939 1.577
O -0.287 -0.918 1.238
N -2.236 -2.147 1.176
N -2.707 -1.086 0.466
C -3.661 -1.227 -0.372
C -4.071 -0.135 -1.226
C -5.307 -0.166 -1.880
C -5.704 0.858 -2.713
C -4.826 1.919 -2.954
C -3.572 1.942 -2.388
C -3.145 0.928 -1.498
O -1.976 0.969 -0.950
H 1.146 -1.363 1.751
H 2.593 -3.882 3.755
H 1.178 -5.635 4.786
H -1.251 -5.699 4.310
H -2.245 -3.983 2.803
H -4.131 -2.207 -0.495
H -5.967 -1.009 -1.700
H -6.682 0.841 -3.177
H -5.144 2.734 -3.595
H -2.884 2.757 -2.577
F 0.290 2.007 -0.077
P 0.258 3.599 0.409
F 1.867 3.559 0.541
F 0.399 4.042 -1.134
F -1.348 3.640 0.273
F 0.248 5.129 0.903
F 0.130 3.089 1.947
C -3.846 -0.014 2.793
Te -2.317 1.015 1.629
C -3.258 2.651 2.816
C -3.445 2.005 4.144
C -3.269 2.644 5.366
C -3.421 1.944 6.557
C -3.766 0.601 6.539
C -3.948 -0.044 5.323
C -3.779 0.644 4.130
H -3.676 -1.085 2.859
H -4.806 0.159 2.298
H -4.220 2.889 2.354
H -2.658 3.557 2.857
H -3.002 3.694 5.390
H -3.271 2.450 7.503
H -3.880 0.049 7.463
H -4.206 -1.097 5.291
O 0.822 -0.579 -1.300
P 2.171 -0.399 -1.884
N 3.479 0.008 -0.926
C 3.241 1.167 -0.044
C 4.419 1.120 0.913
C 4.513 -0.378 1.215
C 4.089 -1.063 -0.096
N 2.092 0.735 -3.091
C 0.829 1.462 -3.353
C 1.249 2.599 -4.282
C 2.678 2.896 -3.824
C 3.237 1.494 -3.593
N 2.691 -1.866 -2.505
C 3.942 -1.943 -3.254
C 3.506 -2.153 -4.703
C 2.304 -3.086 -4.541
C 1.651 -2.628 -3.226
H 2.316 1.044 0.522
H 3.179 2.086 -0.625
H 4.236 1.724 1.800
H 5.329 1.473 0.422
H 3.814 -0.645 2.004
H 5.515 -0.686 1.515
H 3.391 -1.880 0.093
H 4.953 -1.465 -0.634
H 0.394 1.851 -2.431
H 0.094 0.796 -3.809
H 0.587 3.458 -4.186
H 1.249 2.269 -5.325
H 2.641 3.448 -2.882
H 3.257 3.459 -4.556
H 4.066 1.466 -2.884
H 3.578 1.070 -4.548
H 4.524 -2.807 -2.910
H 4.535 -1.040 -3.105
H 4.289 -2.578 -5.331
H 3.186 -1.197 -5.123
H 2.652 -4.116 -4.441
H 1.613 -3.031 -5.381
H 1.323 -3.474 -2.617
H 0.781 -1.990 -3.395
*
```

Values from the calculation:
- HOMO (spin up / spin down) (eV) = -4.61 / -4.74
- energy relative to the best compared isomer or geometry (same formula, charge and spin) (kcal per mole) = 1.10
- energy (eV) = -93973.43324
- frontier orbital gap (spin up / spin down) (eV) = 7.0 / 6.0
- M (g mol⁻¹) = 895.218
- expectation value of S² = 0.75



[3]
C44H25ClF15GeN6O2RbS | the ωB97M-V functional and the def2-TZVPD basis

Geometry as ORCA input:
```
! RIJCOSX wB97M-V def2-TZVPD def2/J DEFGRID3
* xyz -2 1
Rb -1.484 -0.616 0.784
C -4.719 -4.785 -1.837
C -5.663 -3.792 -1.603
C -5.489 -2.868 -0.584
C -4.355 -2.902 0.248
C -3.407 -3.909 -0.010
C -3.587 -4.829 -1.028
N -4.068 -1.949 1.205
C -4.960 -1.570 2.106
C -6.183 -2.285 2.385
C -7.027 -1.932 3.398
C -6.764 -0.825 4.233
C -5.618 -0.106 4.003
C -4.727 -0.431 2.966
N -3.571 0.319 2.739
N -3.318 1.222 3.569
C -2.112 1.930 3.306
C -1.496 2.499 4.420
C -0.304 3.172 4.247
C 0.222 3.289 2.968
C -0.474 2.711 1.921
N -1.618 2.040 2.075
H -4.855 -5.501 -2.639
H -6.543 -3.724 -2.234
H -6.218 -2.081 -0.434
H -2.517 -3.935 0.609
H -2.828 -5.586 -1.195
H -6.408 -3.160 1.789
H -7.916 -2.532 3.566
H -7.439 -0.561 5.037
H -5.369 0.746 4.621
H -1.934 2.349 5.396
H 0.219 3.575 5.105
H 1.156 3.803 2.779
H -0.095 2.770 0.904
C -0.931 -2.553 -4.845
O -1.693 -1.878 -3.856
C -1.219 -1.782 -2.589
O -1.919 -1.332 -1.724
N 0.067 -2.253 -2.418
N 0.578 -2.073 -1.117
H -1.590 -2.664 -5.702
H -0.609 -3.534 -4.496
H -0.059 -1.967 -5.151
H 0.700 -1.981 -3.160
H 0.997 -1.145 -1.063
H 1.259 -2.798 -0.943
Cl 0.108 0.697 6.898
C 0.092 -0.393 5.510
C -1.097 -0.967 5.064
C -1.095 -1.871 4.023
C 0.112 -2.281 3.347
C 0.128 -3.204 2.321
C 1.297 -1.602 3.814
C 1.285 -0.708 4.860
H -2.039 -0.703 5.534
H -2.041 -2.299 3.702
H -0.781 -3.704 2.005
H 1.059 -3.483 1.838
H 2.242 -1.826 3.328
H 2.212 -0.245 5.181
F 1.736 3.571 -4.588
C 2.102 4.355 -3.563
C 2.614 3.786 -2.409
C 2.941 4.666 -1.397
F 3.412 4.214 -0.222
C 2.806 6.039 -1.522
F 3.151 6.861 -0.524
C 2.304 6.564 -2.695
F 2.162 7.887 -2.833
C 1.946 5.717 -3.727
F 1.456 6.228 -4.864
Ge 2.598 1.801 -2.248
S 0.619 1.123 -2.088
C 3.898 1.344 -0.806
C 5.175 1.877 -0.870
F 5.512 2.676 -1.902
C 6.149 1.641 0.078
F 7.369 2.186 -0.024
C 5.844 0.820 1.150
F 6.768 0.572 2.083
C 4.592 0.249 1.247
F 4.320 -0.558 2.273
C 3.640 0.513 0.270
F 2.458 -0.083 0.414
C 3.633 1.088 -3.831
C 3.589 -0.277 -4.065
F 2.937 -1.091 -3.219
C 4.220 -0.892 -5.130
F 4.136 -2.216 -5.312
C 4.958 -0.126 -6.009
F 5.592 -0.703 -7.037
C 5.049 1.236 -5.808
F 5.772 1.981 -6.656
C 4.396 1.815 -4.732
F 4.555 3.141 -4.609
*
```

Values from the calculation:
- HOMO (eV) = -0.38
- energy relative to the best compared isomer or geometry (same formula, charge and spin) (kcal per mole) = 0.00
- energy (eV) = -180360.12946
- frontier orbital gap (eV) = 3.7
- M (g mol⁻¹) = 1180.292



Number 2 is which compound?
C34H42F6LiN5O4P2Te